(1)
DFT (ωB97M-V with the def2-TZVPD basis set) results for a structure of composition C36H49BrCl2NO3PbS2Si in a non-equilibrium geometry.

Geometry (Å):
1 Pb 0.4841 -0.1349 -0.9669
2 Br 0.3625 -0.1954 1.6072
3 Cl -4.4765 1.5939 -1.6889
4 Cl -1.6172 1.3676 -0.9430
5 S 0.5136 -0.1451 -3.5722
6 S 0.3826 1.4739 -6.1102
7 Si 3.4555 1.1464 -0.2922
8 O 1.1079 -2.0317 -0.9553
9 O 0.5996 -1.1514 -5.8914
10 O -1.2671 -1.4163 -0.8739
11 N 1.0541 2.1750 -0.9876
12 C -3.3891 -2.9216 4.2258
13 C -0.0175 2.7389 -2.1589
14 C -3.0811 2.4454 -1.0125
15 C 0.3448 2.8056 0.2660
16 C 6.8940 1.4178 -2.5917
17 C -2.9128 -2.6055 0.3983
18 C -1.7182 -1.7073 2.7693
19 C -3.1686 -2.8181 -2.2043
20 C 0.0897 4.2716 -2.2670
21 C 3.6275 2.4866 2.2391
22 C 2.9722 1.5940 4.3773
23 C 3.2524 1.2999 1.6034
24 C 7.9073 1.6159 -1.6627
25 C 3.4864 2.6341 3.6119
26 C -1.7749 -1.7722 0.2776
27 C -0.5476 4.0585 0.1318
28 C 2.7941 -0.2768 -0.9749
29 C -3.6585 -4.7173 -0.7276
30 C -3.6793 -3.1799 -0.8028
31 C -2.3147 -3.6772 5.0225
32 C 0.4997 0.0356 -5.2652
33 C 5.5805 1.2785 -2.1687
34 C 0.5909 -1.1922 -7.3071
35 C -1.2143 -1.3463 1.5445
36 C 2.3867 2.4830 -1.2590
37 C -2.8364 -2.5273 2.8620
38 C 0.0678 4.9634 -0.9041
39 C 6.2858 1.5375 0.1126
40 C 2.6009 0.4038 3.7740
41 C 7.6035 1.6754 -0.3118
42 C -5.1408 -2.6988 -0.7470
43 C 5.2577 1.3391 -0.8107
44 C -3.3953 -2.9476 1.6608
45 C -4.6204 -3.8261 4.1479
46 C 2.7314 0.2458 2.3984
47 C -3.7944 -1.6616 5.0056
48 H -2.6318 -5.0897 -0.7185
49 H 2.2072 -0.4073 4.3755
50 H -0.4212 5.9393 -0.9818
51 H -4.2271 -1.9235 5.9759
52 H -4.1588 -5.1032 0.1642
53 H -1.9801 -4.5650 4.4817
54 H 0.6754 -2.2421 -7.5906
55 H -5.4457 -3.3384 3.6233
56 H 2.4556 -0.6852 1.9525
57 H 1.4459 -0.6622 -7.7273
58 H 1.0968 5.1465 -0.5713
59 H 1.0130 4.5897 -2.7647
60 H -4.5368 -1.0823 4.4524
61 H -4.9759 -4.0786 5.1493
62 H 8.9336 1.7226 -1.9929
63 H 2.6245 2.2990 -2.3120
64 H -5.6672 -3.0494 0.1444
65 H -3.2046 -1.7449 -2.3888
66 H 1.2167 3.1273 0.8530
67 H 2.9870 -1.2807 -0.4639
68 H -0.6161 4.5518 1.1057
69 H -1.4365 -3.0577 5.2155
70 H -2.8572 3.3077 -1.6444
71 H -1.2267 -1.3392 3.6629
72 H 4.0296 3.3104 1.6580
73 H -5.1888 -1.6074 -0.7520
74 H -0.1770 2.0917 0.8801
75 H -3.3257 2.7739 -0.0071
76 H 6.0705 1.5831 1.1740
77 H -5.7038 -3.0640 -1.6104
78 H -2.7022 -4.0010 5.9933
79 H -2.1538 -3.1747 -2.3755
80 H 3.7785 3.5618 4.0891
81 H 7.1299 1.3689 -3.6478
82 H 2.9999 -0.7107 -1.9625
83 H -4.1674 -5.1559 -1.5902
84 H 0.2668 2.2937 -3.1112
85 H -2.9416 -1.0073 5.1983
86 H 8.3937 1.8281 0.4141
87 H -1.1130 2.4540 -2.0473
88 H 2.8660 1.7130 5.4486
89 H -0.3466 -0.8106 -7.7119
90 H -1.5516 3.8008 -0.1718
91 H -4.2670 -3.5869 1.6979
92 H 4.7999 1.1236 -2.9062
93 H -4.3982 -4.7652 3.6354
94 H 2.6737 3.5175 -1.0120
95 H -3.8004 -3.2893 -2.9646
96 H -0.7497 4.5814 -2.8967

Atoms 1-3, force components in eV/Å:
1.6 -0.3 -2.3
-3.1 -1.2 2.4
0.0 0.1 0.0

Values from the calculation:
Gap between HOMO and LUMO (alpha / beta), eV: 6.34 / 5.59
Total charge: -1
HOMO level (alpha / beta), eV: -4.52 / -3.44

---

(2)
DFT (ωB97M-V with the def2-TZVPD basis set) results for a structure of composition C36H49ClKN4O2S5Sb in a non-equilibrium geometry.

Geometry (Å):
1 Sb -1.2163 1.6657 -1.3651
2 K 0.9033 -0.7390 0.7847
3 Cl 7.1042 -3.6243 0.6035
4 S -3.7666 -3.1839 3.6489
5 S 0.5236 -3.2780 3.0321
6 S -2.3546 -2.7494 1.0779
7 S -1.4422 -3.6292 5.2187
8 S -4.1083 -3.6894 6.5773
9 O 0.5913 -1.5285 -1.3880
10 O 2.7701 0.2360 -0.2378
11 N 1.6448 -3.5342 -1.6122
12 N -0.2820 -0.0642 3.0817
13 N 1.9878 -1.8612 -3.1946
14 N 2.4026 0.1646 2.5773
15 C 1.6189 -2.5999 -4.3888
16 C -3.1554 -3.5222 5.2180
17 C 0.0263 0.7102 5.3660
18 C 2.8357 -4.2420 -2.0342
19 C -1.9953 4.1518 -3.2997
20 C 4.5614 -1.0378 -1.0764
21 C 0.5173 0.4023 4.0714
22 C 3.4003 -0.6280 2.5124
23 C -0.6921 2.3292 -4.3717
24 C 1.3523 -2.2690 -2.0001
25 C 5.5624 -1.9527 -0.8937
26 C 5.8228 -2.4454 0.3883
27 C -1.5396 -0.3097 3.3635
28 C 4.0570 -1.0659 1.3064
29 C -2.2420 2.2522 1.3999
30 C -3.6648 -0.1405 -0.9578
31 C -2.9452 0.4778 -2.1508
32 C 0.9725 -4.1115 -0.4556
33 C -3.9393 1.2450 -3.0166
34 C -3.6364 3.4893 -0.2514
35 C -2.2187 3.0534 0.1016
36 C -2.3046 -0.6441 -2.9693
37 C -1.1157 -3.3094 3.5019
38 C -2.2418 -3.1142 2.7426
39 C 1.9736 -0.4250 -3.4042
40 C 1.9133 0.5599 3.8092
41 C 0.4197 3.8288 -2.7474
42 C 5.0927 -2.0012 1.4590
43 C 2.2118 1.4676 6.0404
44 C 0.8925 1.2562 6.3389
45 C -2.1089 -0.1081 4.6365
46 C -0.8935 3.1209 -3.0830
47 C 3.7170 -0.5631 -0.0099
48 C -1.3337 0.4199 5.6265
49 C -1.3318 4.2772 0.3157
50 C 2.7252 1.1040 4.7859
51 H -4.1892 0.6060 -0.3569
52 H 0.0442 1.5389 -4.2323
53 H -4.7531 0.5710 -3.3143
54 H -1.6939 4.8456 1.1819
55 H 0.0330 -3.6015 -0.2577
56 H 3.8277 -1.0348 3.4414
57 H -1.5859 -1.1988 -2.3653
58 H -4.4105 -0.8633 -1.3092
59 H -1.6202 1.8753 -4.7215
60 H -2.1474 -0.6787 2.5433
61 H -2.6859 2.8469 2.2089
62 H -1.7552 4.7718 -4.1753
63 H 0.3328 4.4275 -1.8398
64 H -3.0767 -1.3473 -3.3055
65 H -1.7889 -0.2559 -3.8532
66 H 4.3688 -0.6458 -2.0666
67 H -2.9799 -0.6952 -0.3122
68 H 6.1545 -2.3007 -1.7319
69 H -2.8296 1.3381 1.2995
70 H -0.2997 3.9807 0.5204
71 H 2.7799 -0.1624 -4.0952
72 H 3.4315 -3.6227 -2.6978
73 H -2.9606 3.6780 -3.4802
74 H 1.5856 -4.0470 0.4458
75 H 1.4887 -3.6563 -4.1632
76 H 1.0201 -0.0944 -3.8316
77 H 0.7123 4.4983 -3.5679
78 H 2.8759 1.8958 6.7827
79 H 2.1220 0.0816 -2.4507
80 H 2.4022 -2.4933 -5.1444
81 H -2.0940 4.8181 -2.4422
82 H 2.5729 -5.1781 -2.5397
83 H -0.3232 2.9921 -5.1663
84 H -4.3831 2.0868 -2.4816
85 H -1.7361 0.6075 6.6157
86 H -3.4744 1.6188 -3.9307
87 H 0.5006 1.4908 7.3224
88 H -1.3388 4.9495 -0.5441
89 H 0.6767 -2.2239 -4.8142
90 H 5.3127 -2.3752 2.4528
91 H -3.1417 -0.3802 4.8132
92 H -1.2341 1.9697 1.7070
93 H -3.6791 4.0297 -1.1985
94 H -4.0219 4.1542 0.5336
95 H 0.7584 -5.1634 -0.6599
96 H 3.7748 1.2538 4.5623
97 H 1.2244 3.1056 -2.5934
98 H 3.4384 -4.4859 -1.1550
99 H -4.3065 2.6312 -0.3103

Atoms 1-3, force components in eV/Å:
-0.6 0.6 -0.3
-1.6 -0.6 1.0
0.1 -0.1 0.0

Values from the calculation:
Gap between HOMO and LUMO, eV: 4.20
Total charge: -2
HOMO level, eV: -0.53

---

(3)
DFT (ωB97M-V with the def2-TZVPD basis set) results for a structure of composition C36H50As2IrN3Si.

Geometry (Å):
1 Ir -0.4911 0.8652 -1.1024
2 As 0.5545 -2.2439 1.0754
3 As -0.0349 1.3069 1.3559
4 Si 1.9086 -1.4153 -2.3734
5 N -0.7608 0.5203 -3.1408
6 N -2.5914 1.6324 -1.3183
7 N -0.2108 2.7583 -1.7035
8 C 0.5505 -2.7305 -2.3662
9 C -3.4261 -2.1475 -0.2525
10 C 1.4678 -3.8815 1.1240
11 C -0.1076 2.8829 -3.2179
12 C -1.3261 -2.5576 0.8590
13 C 0.0757 1.5282 -3.8512
14 C -2.5953 2.0306 2.4391
15 C -3.1307 4.0851 3.5637
16 C -0.9231 3.7586 2.6569
17 C 2.0290 2.1944 3.1640
18 C -1.2994 2.4993 2.2069
19 C -1.8457 4.5511 3.3328
20 C 3.7606 3.1288 1.2033
21 C 4.0967 3.2551 2.5423
22 C 2.2431 -1.0333 -4.1803
23 C 0.8895 -5.0452 0.5942
24 C -0.2521 -0.0910 2.7484
25 C 1.5608 -6.2439 0.7284
26 C -1.9535 -3.4752 1.7012
27 C 1.6846 2.0597 1.8174
28 C -2.5451 3.0036 -0.7678
29 C -2.2140 0.4874 -3.4793
30 C 2.7397 -3.9116 1.7224
31 C 3.4001 -5.1166 1.8404
32 C 2.8109 -6.2790 1.3447
33 C 2.5606 2.5313 0.8444
34 C -3.5082 2.8230 3.1155
35 C 3.4985 -2.0384 -1.6301
36 C -4.0420 -3.0811 0.5728
37 C 1.4689 0.1426 -1.3161
38 C 3.2298 2.7881 3.5218
39 C -2.0741 -1.8850 -0.1036
40 C -1.2617 3.7237 -1.1920
41 C 0.6819 -1.2849 2.7639
42 C -3.3107 -3.7317 1.5558
43 C -2.9816 1.5788 -2.7557
44 H 1.3610 1.8687 3.9508
45 H 3.1960 -3.0082 2.1100
46 H 2.8171 -1.8692 -4.5898
47 H -0.1269 0.4928 3.6584
48 H 0.7342 3.5319 -3.4576
49 H -4.0081 -1.6360 -1.0093
50 H -2.5438 2.8981 0.3081
51 H -3.8403 4.7011 4.0994
52 H 0.6879 3.0240 -1.3104
53 H -1.3920 -4.0061 2.4610
54 H -5.0948 -3.2974 0.4504
55 H -2.5776 -0.4913 -3.1605
56 H 3.8696 -2.9116 -2.1713
57 H 2.8612 -0.1434 -4.3202
58 H -0.1523 -2.6128 -3.1986
59 H 0.0804 4.1300 2.4880
60 H -4.5101 2.4594 3.3017
61 H -0.0706 -5.0137 0.0957
62 H 2.1483 0.8953 -1.7411
63 H -3.7929 -4.4493 2.2060
64 H 3.3358 -7.2213 1.4310
65 H -4.0513 1.3900 -2.8537
66 H 1.8957 -0.0744 -0.3311
67 H -2.8993 1.0442 2.0972
68 H -2.8052 2.5556 -3.2002
69 H -1.2922 -0.4122 2.7124
70 H -0.3857 -0.3931 -3.3963
71 H 4.2696 -1.2668 -1.6843
72 H -3.2672 1.1020 -0.7775
73 H -1.0016 3.3819 -3.5738
74 H 2.3341 2.4096 -0.2046
75 H -2.3467 0.5527 -4.5609
76 H 1.0041 -3.7157 -2.5038
77 H -1.4477 4.4379 -1.9904
78 H -1.6396 -1.1033 -0.7387
79 H 1.3576 -0.9522 -4.8163
80 H 1.7155 -1.0222 2.9838
81 H 3.4842 2.8960 4.5677
82 H 4.4365 3.4873 0.4384
83 H 1.1170 -7.1553 0.3519
84 H -3.4277 3.5877 -1.0365
85 H -0.0474 -2.7886 -1.4570
86 H -0.1478 1.5433 -4.9192
87 H 0.3529 -2.0424 3.4811
88 H 5.0326 3.7180 2.8246
89 H 3.3834 -2.3259 -0.5832
90 H -1.5526 5.5298 3.6885
91 H 1.1026 1.2075 -3.7261
92 H 4.3703 -5.1597 2.3158
93 H -0.8521 4.2852 -0.3530

Atoms 1-3, force components in eV/Å:
-0.1 -0.4 0.4
-0.1 -0.2 0.0
-0.2 0.1 0.0

Values from the calculation:
Gap between HOMO and LUMO (alpha / beta), eV: 7.51 / 5.80
Expectation value of S²: 0.761
Total charge: +3
Multiplicity: 2
HOMO level (alpha / beta), eV: -16.54 / -16.57

---

Sequential energy above the lowest of the compared OMol25 structures with the same formula, charge and spin output: 0.589, 0.985, 0.978 eV
Sequential DFT total energy output: -6454.43889, -5062.12488, -6430.49575 Eh